ORCA calculation (the ωB97M-V functional and the def2-TZVPD basis) on C31H37AsIrPS4 as an isolated structure in a non-equilibrium geometry.

XYZ file:
```
75
Properties=species:S:1:pos:R:3:forces:R:3
Ir 0.38581 -1.11706 -0.29522 0.3616 -0.7904 -0.3370
C 3.21521 -3.51576 -0.65282 0.0920 0.4398 0.2423
C 1.90121 -4.27146 -0.60892 -0.2497 0.1557 -0.2002
S 0.42001 -3.46506 -1.32862 0.2020 0.1970 0.1581
C 0.93881 -3.15436 -3.06482 -0.1398 -0.0773 0.2671
C 0.70221 -1.73076 -3.53172 0.0786 0.2164 0.0596
S 1.45161 -0.39306 -2.52582 -0.0428 -0.2967 0.0687
C 3.23611 -0.82706 -2.63012 -0.3185 0.0946 0.1153
C 3.94171 -0.83166 -1.28782 -0.2337 -0.2704 0.3462
S 3.12821 -1.80596 0.03238 0.0080 -0.1751 -0.3719
H 3.63601 -3.45176 -1.65442 -0.0392 -0.0392 -0.0173
H 3.92821 -4.06146 -0.02952 -0.0040 0.0390 -0.1341
H 1.61451 -4.46666 0.42408 -0.0444 -0.1093 -0.0486
H 2.00901 -5.22746 -1.12312 0.0012 -0.0450 0.0981
H 0.34551 -3.82806 -3.68652 0.0908 0.0235 0.0222
H 1.98001 -3.45746 -3.14962 0.0111 0.0048 -0.0230
H -0.36249 -1.48956 -3.53102 0.0782 0.0101 -0.0483
H 1.08011 -1.61226 -4.54822 -0.0400 0.0090 -0.0133
H 3.69281 -0.07146 -3.27242 -0.0326 -0.0786 -0.0038
H 3.31361 -1.78876 -3.13242 0.0196 0.0096 -0.0169
H 3.99411 0.17284 -0.86732 0.0743 -0.0211 -0.0396
H 4.95741 -1.21526 -1.40872 -0.0360 0.1075 0.0453
C -3.55149 4.64364 1.59588 0.1228 -0.0925 -0.0949
C -3.65359 3.34884 2.09028 -0.0672 0.0084 -0.0125
C -2.68569 2.41544 1.77798 0.1229 -0.1525 -0.0150
C -1.59319 2.77464 0.98178 0.1045 -0.3889 -0.1376
C -1.49959 4.07364 0.47458 0.1540 -0.1119 0.0533
C -2.47509 4.99974 0.79508 -0.1103 0.0593 0.0346
P -0.35079 1.48764 0.66258 -0.1704 1.5288 0.1695
C 0.85651 2.20314 -0.47302 -0.4405 -0.5508 0.3628
C 2.20731 2.28814 -0.13062 0.1142 -0.0099 -0.0236
C 3.08501 2.91534 -0.99582 0.1105 -0.0745 0.1110
C 2.63501 3.41514 -2.21092 -0.0196 -0.0078 -0.0378
C 1.29601 3.30174 -2.56392 -0.1581 -0.0239 -0.0207
C 0.40801 2.68464 -1.70542 -0.0043 0.0110 -0.1214
C 0.51801 1.25604 2.25148 -0.0817 -0.7261 -0.3445
C 0.81111 2.34634 3.05128 0.1448 0.0678 0.2467
C 1.46331 2.15734 4.26858 -0.1355 0.3430 -0.1784
C 1.78891 0.88984 4.69808 0.0958 -0.5572 0.0207
C 1.47011 -0.24216 3.92258 -0.2211 0.5348 -0.3511
C 1.70661 -1.55716 4.37118 0.1779 0.4836 0.3618
C 1.28281 -2.63956 3.63128 -0.4996 -0.6266 -0.9083
C 0.64831 -2.44846 2.40248 0.0384 -0.6794 1.1115
C 0.51801 -1.17666 1.85118 0.3094 0.4615 -1.3785
C 0.84411 -0.05636 2.65308 0.0706 0.6202 0.5642
H -4.31199 5.37134 1.82728 -0.0858 0.0987 0.0613
H -4.49429 3.07544 2.70848 -0.0619 -0.0455 0.0846
H -2.76099 1.40094 2.15388 -0.0463 -0.0082 0.0668
H -0.65879 4.37424 -0.13262 0.0230 0.0242 -0.0234
H -2.39499 6.00804 0.42158 0.0186 0.1142 -0.0516
H 2.55451 1.89634 0.81448 0.0845 0.0064 0.0792
H 4.12141 3.02974 -0.71752 0.1245 -0.0016 0.0176
H 3.33041 3.88544 -2.88952 0.0593 0.0937 -0.0319
H 0.94661 3.69134 -3.50722 -0.0147 0.0357 -0.1002
H -0.63009 2.56814 -1.97712 -0.1575 0.0389 -0.0899
H 0.54671 3.34304 2.72718 -0.0405 0.0821 0.0262
H 1.70651 3.01514 4.87688 0.0221 0.0534 0.0728
H 2.29481 0.75094 5.64308 0.0384 0.0084 0.0874
H 2.17181 -1.70866 5.33348 0.0562 -0.0242 0.1398
H 1.41551 -3.64186 4.00918 0.0781 -0.0813 0.0512
H 0.26351 -3.31646 1.88188 0.0197 -0.0324 -0.0660
C -5.13789 -0.02676 -1.58442 -0.0036 -0.0530 0.0371
As -3.79169 -1.32296 -1.07742 -0.0894 -0.2911 -0.0753
C -4.05339 -1.87796 0.77008 0.0095 0.1114 -0.2278
C -3.95529 -2.86286 -2.25802 -0.1279 0.1837 0.1634
S -1.87079 -0.38806 -1.40202 0.3691 0.2408 0.1022
H -6.12059 -0.49626 -1.52502 0.0402 -0.0404 0.0063
H -4.95609 0.30434 -2.60982 0.0726 -0.1367 0.1351
H -5.11269 0.83854 -0.91922 0.1296 -0.1606 0.0043
H -4.96689 -2.46916 0.83208 0.0108 -0.0057 -0.0447
H -4.15899 -0.99546 1.40138 0.0216 0.0122 -0.1225
H -3.20599 -2.47196 1.11508 -0.0438 0.0365 -0.1734
H -4.95319 -3.27856 -2.11892 -0.0036 -0.0424 0.0079
H -3.20809 -3.62286 -2.02722 -0.0182 0.1521 0.1154
H -3.84859 -2.54466 -3.29702 0.0212 0.1103 0.1672
```
Positions in Å, forces in eV/Å.

Summary:
HOMO energy (alpha / beta): -0.552 / -0.603 Ha
net charge: +3
<S²>: 8.7965
spin multiplicity: 6